Record 1
DFT (ωB97M-V/def2-TZVPD) results for 2 unconnected molecules or ions with the total composition C16H21N2O at a distorted geometry.

Geometry (Å):
O: 4.899 -0.594 -1.313
N: -1.024 1.662 2.318
N: -0.758 0.637 1.489
C: -3.011 -2.180 -1.446
C: -4.212 -1.507 -1.180
C: -2.989 0.572 -0.974
C: 3.100 0.949 -1.324
C: 1.752 1.226 -1.246
C: 5.390 -1.967 -1.270
C: -1.746 -0.131 -1.064
C: -0.561 0.590 -0.685
C: 3.557 -0.388 -1.188
C: 2.612 -1.429 -0.973
C: 0.798 0.213 -0.935
C: -2.354 1.671 2.922
C: -4.197 -0.116 -0.999
C: -1.802 -1.488 -1.505
C: 0.081 2.105 3.164
C: 1.263 -1.121 -0.841
H: -2.522 2.697 3.264
H: 3.847 1.723 -1.484
H: -0.709 1.663 -0.568
H: -3.024 -3.264 -1.595
H: 1.422 2.252 -1.369
H: 1.009 2.118 2.583
H: 0.579 -1.922 -0.578
H: -2.407 1.001 3.788
H: 0.241 0.363 1.368
H: -5.137 0.426 -0.847
H: -1.555 -0.013 1.267
H: -2.980 1.655 -0.828
H: 2.958 -2.463 -0.888
H: -0.899 -2.005 -1.830
H: -0.173 3.119 3.492
H: 6.479 -1.840 -1.356
H: 5.010 -2.559 -2.118
H: 0.190 1.469 4.049
H: 5.139 -2.462 -0.318
H: -5.156 -2.055 -1.151
H: -3.105 1.394 2.171

Forces on atoms 1 to 2 (eV/Å):
O -1.18 -0.52 0.21
N -0.27 1.62 0.22

Computed properties:
HOMO energy, eV: -10.8
Maximum force, eV/Å: 3.28
Net charge: +1
Orbital gap, eV: 6.3511
Energy, Ha: -806.68432
Energy above the lowest of the compared OMol25 structures with the same formula, charge and spin, kcal per mole: 0.0

***

Record 2
DFT (ωB97M-V/def2-TZVPD) results for a molecular structure, C23H48N2O2P2Pd at a distorted geometry.

Geometry (Å):
Pd: 0.266 0.270 -0.354
P: -1.822 1.656 -0.186
P: 2.327 -1.114 -0.219
O: 0.094 0.110 2.722
O: -0.384 -0.734 -3.176
N: -1.204 -1.868 0.862
N: -1.748 -3.997 1.086
C: -3.605 1.272 2.037
C: -4.240 2.219 -1.590
C: -2.039 3.144 2.300
C: -2.830 -3.265 1.545
C: 3.699 0.050 -0.661
C: -0.972 3.195 -2.381
C: 4.451 -1.951 1.604
C: -0.215 -0.413 -2.079
C: 4.062 -2.921 -1.587
C: 2.623 -2.397 -1.553
C: 3.761 0.361 -2.167
C: -1.245 3.271 -0.884
C: -0.800 -3.112 0.690
C: -2.467 -1.950 1.393
C: 2.233 -3.005 1.929
C: 3.672 1.290 0.219
C: -0.035 3.819 -0.119
C: -2.831 2.336 1.269
C: -3.718 -0.213 -1.216
C: 0.163 0.197 1.564
C: -3.122 1.175 -1.445
C: 2.938 -1.737 1.457
C: 1.647 -3.568 -1.574
H: 2.427 -3.855 1.259
H: 1.881 -4.198 -2.447
H: 4.823 -2.136 -1.529
H: 5.043 -1.057 1.390
H: 4.515 -0.262 -2.658
H: 0.501 4.557 -0.727
H: 4.607 -0.513 -0.407
H: 1.746 -4.201 -0.680
H: -4.182 1.762 2.835
H: -4.935 2.204 -0.738
H: -3.047 -1.061 1.563
H: 1.400 1.840 -1.349
H: -4.295 -0.268 -0.282
H: -4.314 0.707 1.425
H: 0.605 -3.240 -1.676
H: 1.153 -2.870 2.035
H: -0.474 2.261 -2.664
H: 4.055 1.401 -2.349
H: -4.822 1.963 -2.487
H: -4.413 -0.432 -2.043
H: 4.812 -2.787 0.990
H: 2.439 -1.825 -2.480
H: 2.622 -3.280 2.921
H: -0.343 4.337 0.785
H: 2.737 1.847 0.098
H: -2.917 0.578 2.535
H: 0.155 -3.440 0.308
H: 3.791 1.038 1.278
H: -2.091 3.956 -0.699
H: -3.559 3.015 0.790
H: -1.888 3.302 -2.967
H: -2.946 -0.990 -1.208
H: -1.769 4.142 1.947
H: 2.808 0.182 -2.679
H: -1.659 -5.009 1.066
H: 0.684 3.045 0.162
H: 4.266 -3.659 -0.798
H: 2.644 -0.918 2.139
H: -1.132 2.624 2.632
H: -2.557 1.130 -2.391
H: -3.749 -3.685 1.906
H: -0.317 4.029 -2.655
H: 4.647 -2.207 2.655
H: 1.180 1.296 -1.851
H: 4.191 -3.427 -2.556
H: 4.495 1.957 -0.070
H: -3.873 3.246 -1.712
H: -2.672 3.277 3.188

Forces on atoms 1 to 2 (eV/Å):
Pd -0.07 -0.36 -1.54
P -3.90 3.65 -0.15

Computed properties:
HOMO energy (spin up / spin down), eV: -19.9 / -22.1
Maximum force, eV/Å: 9.07
Net charge: +4
Spin multiplicity: 5
Orbital gap (spin up / spin down), eV: 7.1626 / 5.1563
Energy, Ha: -1973.92802
Energy above the lowest of the compared OMol25 structures with the same formula, charge and spin, kcal per mole: 23.3

***

Record 3
DFT (ωB97M-V/def2-TZVPD) results for 2 unconnected molecules or ions with the total composition C3H2BrO3S at a distorted geometry.

Geometry (Å):
Br: -1.675 2.575 0.100
S: -3.227 -0.894 -0.011
O: -3.751 -1.406 -1.268
O: -4.272 -0.137 0.835
O: -2.320 -1.754 0.819
C: 0.838 -0.500 0.598
C: -0.651 1.187 -0.700
C: 0.103 0.280 0.030
H: 1.442 -1.279 1.096
H: -1.063 1.123 -1.772

Forces on atoms 1 to 2 (eV/Å):
Br 0.46 -0.11 0.27
S -0.40 1.95 3.03

Computed properties:
HOMO energy (spin up / spin down), eV: -3.3 / -4.9
Maximum force, eV/Å: 3.62
Net charge: -1
Orbital gap (spin up / spin down), eV: 5.6347 / 8.1147
Energy, Ha: -3313.34560
Energy above the lowest of the compared OMol25 structures with the same formula, charge and spin, kcal per mole: 60.5

***

Record 4
DFT (ωB97M-V/def2-TZVPD) results for C25H30N4O3 in the gas phase.

Geometry (Å):
O: 1.742 3.036 -1.108
O: -2.300 2.917 0.555
O: 4.847 0.938 2.767
N: -2.741 0.907 -0.366
N: 2.979 -0.206 -0.506
N: 0.410 1.364 -0.436
N: 3.973 -0.784 1.567
C: 2.901 1.204 -0.094
C: -0.245 -2.262 -0.121
C: 2.925 -2.919 -1.079
C: -4.004 0.688 0.308
C: 3.384 -1.125 0.467
C: 1.633 1.935 -0.602
C: 2.609 0.351 -2.925
C: 2.772 -0.617 -1.792
C: -5.105 0.345 -0.708
C: 4.150 1.950 -0.585
C: -3.934 -0.526 1.260
C: 0.110 0.104 0.164
C: -5.131 -1.180 -0.733
C: -1.991 2.014 -0.188
C: 0.030 -1.018 -0.654
C: 2.745 -1.954 -2.085
C: -0.726 2.050 -1.049
C: 2.860 1.316 1.437
C: -0.353 1.204 2.413
C: -0.464 -1.259 2.040
C: 3.237 -2.509 0.175
C: 4.026 0.496 2.000
C: -0.210 0.008 1.521
C: -0.462 -2.386 1.240
C: -4.960 -1.540 0.740
H: -2.415 0.167 -0.968
H: 2.184 1.305 -2.637
H: 4.266 1.887 -1.662
H: -0.432 3.094 -1.186
H: -4.213 1.619 0.840
H: 3.585 0.541 -3.375
H: -6.052 -1.576 -1.157
H: 3.449 -3.189 0.981
H: -2.930 -0.949 1.231
H: 2.584 -2.263 -3.105
H: -4.629 -2.567 0.885
H: 0.185 1.062 3.349
H: -0.682 -1.350 3.094
H: -4.291 -1.566 -1.315
H: -0.012 2.118 1.936
H: -6.062 0.723 -0.349
H: -1.408 1.336 2.657
H: -0.658 -3.355 1.673
H: -4.904 0.790 -1.682
H: 1.980 -0.091 -3.695
H: 0.194 -0.906 -1.716
H: -0.936 1.603 -2.030
H: -4.143 -0.237 2.289
H: 5.032 1.529 -0.107
H: -5.911 -1.411 1.257
H: 1.950 0.880 1.837
H: 4.070 2.999 -0.315
H: -0.287 -3.127 -0.765
H: 2.846 -3.967 -1.322
H: 2.933 2.361 1.734

Forces on atoms 1 to 2 (eV/Å):
O 0.16 0.04 -0.03
O 0.04 0.45 0.32

Computed properties:
HOMO energy, eV: -8.2
Maximum force, eV/Å: 1.00
Orbital gap, eV: 8.3864
Energy, Ha: -1415.44086
Energy above the lowest of the compared OMol25 structures with the same formula, charge and spin, kcal per mole: 45.8

***

Record 5
DFT (ωB97M-V/def2-TZVPD) results for C2H3N3O in the gas phase at a distorted geometry.

Geometry (Å):
O: 0.693 1.126 -1.516
N: 0.397 0.106 -0.643
N: -1.263 -1.004 0.163
N: -0.451 -0.515 1.154
C: 0.581 0.162 0.681
C: -0.736 -0.628 -0.994
H: 1.404 0.535 1.279
H: 0.091 0.845 -2.243
H: -0.716 -0.627 2.119

Forces on atoms 1 to 2 (eV/Å):
O 0.96 -0.18 -0.49
N -0.75 0.25 0.27

Computed properties:
HOMO energy, eV: -9.0
Maximum force, eV/Å: 1.10
Orbital gap, eV: 9.5939
Energy, Ha: -317.36561
Energy above the lowest of the compared OMol25 structures with the same formula, charge and spin, kcal per mole: 104.6

***

Record 6
DFT (ωB97M-V/def2-TZVPD) results for 2 unconnected molecules or ions with the total composition C4H11NO3 at a distorted geometry.

Geometry (Å):
O: -0.408 -0.690 -2.110
O: -0.121 2.004 -1.777
O: -0.251 1.746 0.830
N: -0.378 -0.458 1.708
C: -0.995 -0.682 -0.735
C: 1.469 -0.823 0.193
C: -0.380 0.846 1.707
C: -0.002 -1.042 0.416
H: -1.783 -1.459 -0.660
H: -0.623 0.189 -2.368
H: 1.916 -1.741 -0.332
H: -0.087 1.849 -0.730
H: -0.629 -1.039 2.484
H: -0.408 1.201 2.822
H: 2.065 -0.605 1.148
H: 1.515 0.038 -0.489
H: 0.633 2.492 -2.092
H: -1.422 0.316 -0.499
H: -0.109 -2.141 0.484

Forces on atoms 1 to 2 (eV/Å):
O -0.93 -1.49 3.05
O -0.72 -0.65 2.04

Computed properties:
HOMO energy, eV: -9.9
Maximum force, eV/Å: 5.49
Orbital gap, eV: 10.3913
Energy, Ha: -439.44697
Energy above the lowest of the compared OMol25 structures with the same formula, charge and spin, kcal per mole: 49.5